1.
C4H13N3O | wB97M-V/def2-TZVPD

Cartesian coordinates (Å):
C (-0.3772, -0.1115, -2.2749)
N (0.7341, -0.9567, -1.6989)
C (1.0232, -1.1254, -0.4413)
N (2.1508, -1.8080, -0.1388)
H (-1.2916, -0.6458, -2.5561)
H (0.0285, 0.4201, -3.1234)
H (-0.6241, 0.6598, -1.5220)
H (1.2979, -1.4668, -2.3620)
H (0.6293, -0.4930, 0.3690)
H (2.5931, -2.5089, -0.7663)
H (2.4347, -1.9095, 0.8389)
C (-2.6388, 0.9564, 1.2959)
N (-1.3108, 0.4196, 1.0784)
C (-0.2345, 1.4466, 1.2762)
O (1.0258, 1.0338, 0.7941)
H (-2.8128, 1.2330, 2.3607)
H (-3.4350, 0.2509, 1.0200)
H (-2.7604, 1.8769, 0.7113)
H (-1.1135, -0.3025, 1.7485)
H (-0.2076, 1.6848, 2.3341)
H (-0.5996, 2.3504, 0.7733)

Cartesian forces (eV/Å) of the 3 atoms listed first:
C 0.64 0.33 1.38
N -1.64 0.07 -1.08
C 1.88 -0.44 -0.06

Calculated values
* calculated total energy: -399.60782 Eh
* F_max: 2.16 eV/Å
* spin multiplicity: 1
* highest occupied orbital energy: -6.91 eV
* total charge: 0
* LUMO energy: 0.46 eV
* energy above the lowest of the compared OMol25 structures with the same formula, charge and spin: 366.2 kJ/mol
* gap between HOMO and LUMO: 7.369 eV

=====

2.
C2H2FN3O | wB97M-V/def2-TZVPD

Cartesian coordinates (Å):
C (-0.3941, -0.7025, -0.8297)
C (-0.8854, 0.6700, -0.1023)
N (0.6745, -1.1443, -0.4089)
N (1.5834, -0.7032, 0.2641)
N (-0.0422, 0.8873, 0.8495)
O (-1.9317, 1.0735, -0.5455)
F (0.1431, 2.1838, 1.2881)
H (-0.9952, -1.0768, -1.6296)
H (1.8476, -1.1878, 1.1142)

Cartesian forces (eV/Å) of the 3 atoms listed first:
C -1.02 1.33 0.42
C 0.09 -1.01 -0.64
N 0.79 -1.12 0.61

Calculated values
* calculated total energy: -416.55919 Eh
* F_max: 1.91 eV/Å
* spin multiplicity: 1
* highest occupied orbital energy (alpha / beta): -9.34 / -9.34 eV
* total charge: 0
* LUMO energy (alpha / beta): -1.87 / -1.87 eV
* energy above the lowest of the compared OMol25 structures with the same formula, charge and spin: 519.6 kJ/mol
* gap between HOMO and LUMO (alpha / beta): 7.471 / 7.474 eV

=====

3.
C4H6 | wB97M-V/def2-TZVPD

Cartesian coordinates (Å):
C (2.2530, 0.2212, -0.6201)
C (1.0812, 0.3703, -0.4740)
C (-0.9752, -0.6287, 0.6821)
C (-0.6771, 0.5239, -0.1901)
H (3.1822, 0.2758, -1.1193)
H (-0.4110, -0.5826, 1.7272)
H (-0.7201, -1.5842, 0.0919)
H (-2.0892, -0.5140, 0.8648)
H (-0.7048, 1.4643, 0.2222)
H (-0.9389, 0.4538, -1.1848)

Cartesian forces (eV/Å) of the 3 atoms listed first:
C 0.89 0.22 -0.89
C -5.07 0.67 1.06
C -0.79 -1.16 1.47

Calculated values
* calculated total energy: -155.87911 Eh
* F_max: 7.28 eV/Å
* spin multiplicity: 1
* SMILES: C#CCC
* highest occupied orbital energy: -10.06 eV
* total charge: 0
* LUMO energy: 1.05 eV
* energy above the lowest of the compared OMol25 structures with the same formula, charge and spin: 219.4 kJ/mol
* gap between HOMO and LUMO: 11.104 eV

=====

4.
C49H124N10O17 | wB97M-V/def2-TZVPD

Cartesian coordinates (Å):
C (-0.5477, -0.1372, -0.8218)
O (-0.0614, -0.8733, 0.0385)
N (-0.0829, 1.1155, -1.0747)
N (-1.6676, -0.4407, -1.5626)
H (-0.7457, 1.7836, -1.4346)
H (0.6209, 1.4312, -0.4240)
H (-2.1217, -1.2122, -1.0954)
H (-2.0672, 0.3457, -2.0456)
C (-7.1327, -0.5934, -1.8319)
O (-5.9691, 0.0234, -1.3157)
C (-5.5562, -0.4881, -0.0515)
C (-4.9324, -1.8532, -0.1790)
N (-5.8175, -2.9158, 0.4010)
C (-6.1045, -2.9736, 1.8332)
C (-7.3806, -3.7017, 2.2336)
O (-7.2021, -5.0385, 1.7651)
C (-8.3252, -5.8546, 2.0007)
H (-7.5004, -1.4882, -1.3222)
H (-6.9238, -0.9819, -2.8338)
H (-7.9706, 0.0993, -1.9217)
H (-6.4091, -0.3705, 0.6239)
H (-4.8339, 0.2514, 0.3082)
H (-3.9453, -2.0395, 0.2561)
H (-4.9473, -2.1811, -1.2164)
H (-5.3138, -3.7728, 0.1995)
H (-6.1943, -1.9403, 2.1862)
H (-5.2979, -3.4208, 2.4248)
H (-8.2589, -3.2457, 1.7701)
H (-7.4294, -3.7459, 3.3248)
H (-8.7722, -6.2709, 1.0947)
H (-9.1466, -5.3985, 2.5604)
H (-8.0390, -6.7210, 2.6052)
C (-1.5119, -2.5478, 2.0319)
O (-1.0296, -2.4280, 3.3548)
C (0.2597, -3.0378, 3.5247)
C (0.9085, -2.7250, 4.9110)
N (1.8969, -3.7097, 5.3422)
C (3.0540, -3.8469, 4.4569)
C (3.8275, -5.0777, 4.9728)
O (3.0779, -6.2329, 4.6293)
C (3.5570, -6.9380, 3.5118)
H (-2.3008, -1.8048, 1.8860)
H (-1.9618, -3.5252, 1.8380)
H (-0.7605, -2.2879, 1.2805)
H (0.9238, -2.6250, 2.7611)
H (0.1734, -4.1134, 3.3504)
H (0.1378, -2.5934, 5.6682)
H (1.4937, -1.8103, 4.8108)
H (1.4404, -4.5994, 5.5015)
H (3.7282, -2.9952, 4.5818)
H (2.6771, -3.9311, 3.4349)
H (3.9716, -4.9494, 6.0468)
H (4.8459, -5.1496, 4.5788)
H (3.3626, -6.4250, 2.5623)
H (2.9226, -7.8264, 3.4966)
H (4.6047, -7.2478, 3.5147)
C (-2.8972, 4.3791, -0.3203)
O (-2.2597, 3.1765, -0.0613)
C (-2.5548, 2.6223, 1.2169)
C (-1.8294, 3.3619, 2.3554)
N (-1.5902, 2.6024, 3.6002)
C (-0.7239, 1.4686, 3.3352)
C (-0.2220, 0.7939, 4.6204)
O (0.7702, 1.6096, 5.2147)
C (0.9401, 1.3375, 6.5830)
H (-2.7210, 5.2224, 0.3601)
H (-3.9735, 4.1318, -0.3757)
H (-2.7143, 4.8159, -1.3065)
H (-2.1134, 1.6253, 1.1640)
H (-3.6280, 2.4313, 1.3101)
H (-2.4079, 4.2217, 2.7111)
H (-0.8872, 3.8133, 2.0409)
H (-2.5231, 2.2238, 3.7730)
H (0.1143, 1.8201, 2.7182)
H (-1.1184, 0.7432, 2.6099)
H (0.2385, -0.1102, 4.2158)
H (-1.0980, 0.5455, 5.2215)
H (1.6699, 2.0064, 7.0393)
H (1.3487, 0.3324, 6.7451)
H (-0.0111, 1.4458, 7.1127)
C (9.3087, 0.2358, 3.7505)
O (8.4456, 1.3344, 3.7823)
C (7.8422, 1.6692, 5.0238)
C (6.5798, 2.5035, 5.0731)
N (5.4009, 1.6657, 4.7879)
C (5.3789, 1.0188, 3.4412)
C (4.0377, 0.3122, 3.3506)
O (3.8395, -0.0197, 1.9764)
C (2.4812, 0.0493, 1.5321)
H (8.7510, -0.7076, 3.7465)
H (10.0895, 0.2438, 4.5143)
H (9.8257, 0.2002, 2.7906)
H (8.5821, 1.9579, 5.7838)
H (7.6440, 0.6660, 5.4354)
H (6.4994, 3.4436, 4.5088)
H (6.4422, 2.8972, 6.0840)
H (4.6099, 2.2956, 4.8759)
H (6.2093, 0.3195, 3.4422)
H (5.5071, 1.8715, 2.7690)
H (3.3252, 0.8500, 3.9810)
H (4.1630, -0.6721, 3.8151)
H (1.8988, -0.5834, 2.2099)
H (2.3640, -0.3569, 0.5337)
H (2.0543, 1.0507, 1.6394)
C (0.2859, -0.1232, -7.4819)
O (-1.1100, -0.3551, -7.3825)
C (-1.8818, 0.5564, -6.6647)
C (-3.1490, -0.0667, -6.1630)
N (-2.8707, -1.0565, -5.1334)
C (-3.9886, -1.8930, -4.7006)
C (-3.5141, -2.9353, -3.7076)
O (-2.7742, -3.9566, -4.3109)
C (-3.4775, -5.1912, -4.4760)
H (0.6034, 0.7680, -8.0287)
H (0.6553, -0.9409, -8.1026)
H (0.6915, -0.2114, -6.4726)
H (-2.1142, 1.4409, -7.2935)
H (-1.3148, 1.2046, -5.9754)
H (-3.7762, -0.5522, -6.9253)
H (-3.7590, 0.7793, -5.8216)
H (-2.0592, -1.5436, -5.5000)
H (-4.6653, -2.1079, -5.5416)
H (-4.6537, -1.1906, -4.1749)
H (-4.3586, -3.1205, -3.0338)
H (-2.8577, -2.3967, -3.0140)
H (-2.9830, -5.6652, -5.3232)
H (-4.5386, -5.0973, -4.7111)
H (-3.3319, -5.7931, -3.5768)
C (-1.4643, -4.0923, -7.7077)
O (-0.9894, -4.9112, -6.6648)
C (0.4266, -4.7869, -6.4823)
C (0.8088, -3.4731, -5.7861)
N (0.1251, -3.2406, -4.5509)
C (0.5033, -4.1250, -3.4072)
C (0.2771, -3.2506, -2.1716)
O (0.3929, -3.9872, -0.9703)
C (-0.7151, -4.8118, -0.6532)
H (-2.5490, -4.0596, -7.8106)
H (-1.0477, -4.4588, -8.6537)
H (-1.1693, -3.0475, -7.5646)
H (0.8986, -4.9368, -7.4571)
H (0.6615, -5.5989, -5.7944)
H (0.6424, -2.6269, -6.4694)
H (1.8937, -3.3156, -5.7730)
H (-0.8734, -3.3616, -4.6307)
H (1.4321, -4.6705, -3.5548)
H (-0.2826, -4.8894, -3.4172)
H (-0.6240, -2.6355, -2.0797)
H (1.0426, -2.4706, -2.1219)
H (-1.0136, -5.4222, -1.5125)
H (-1.5703, -4.1360, -0.5068)
H (-0.3868, -5.3915, 0.2027)
C (1.0606, 4.7790, -0.1889)
O (1.8758, 3.7027, 0.2732)
C (2.8114, 3.2055, -0.6809)
C (3.9074, 4.2651, -0.8957)
N (4.6239, 4.8251, 0.2418)
C (5.5413, 4.0014, 1.0502)
C (6.3367, 4.8779, 2.0154)
O (5.5178, 5.2518, 3.0779)
C (6.2545, 5.8481, 4.1315)
H (0.6358, 4.5647, -1.1690)
H (1.5381, 5.7620, -0.1906)
H (0.2553, 4.8993, 0.5339)
H (2.2773, 3.0575, -1.6276)
H (3.1789, 2.2367, -0.3440)
H (3.4965, 5.1777, -1.3348)
H (4.5635, 3.8466, -1.6676)
H (3.8635, 5.0695, 0.8732)
H (6.1361, 3.3283, 0.4346)
H (4.9243, 3.3712, 1.7018)
H (6.9619, 5.6691, 1.5863)
H (7.0644, 4.1384, 2.4020)
H (7.1881, 5.3176, 4.3615)
H (5.6368, 6.0352, 5.0004)
H (6.6909, 6.7525, 3.6803)
C (-1.5309, 6.7243, 0.8150)
O (-0.6760, 6.0549, -0.0925)
C (-0.2934, 6.8575, -1.1811)
C (0.4383, 6.0843, -2.2521)
N (-0.2137, 4.9630, -2.9526)
C (0.1355, 3.6572, -2.3532)
C (-0.7525, 2.5983, -3.0336)
O (-1.8532, 2.1732, -2.2505)
C (-2.8461, 1.5276, -3.0341)
H (-2.3988, 7.1769, 0.3306)
H (-0.8913, 7.4338, 1.3538)
H (-1.8432, 5.9531, 1.5193)
H (0.4324, 7.6117, -0.8337)
H (-1.1535, 7.4580, -1.5091)
H (1.3142, 5.6298, -1.7769)
H (0.8132, 6.8111, -2.9781)
H (-1.1942, 5.0547, -2.6911)
H (-0.1370, 3.6797, -1.2901)
H (1.1635, 3.2976, -2.3550)
H (-0.1483, 1.6916, -3.1997)
H (-1.1320, 2.8824, -4.0201)
H (-2.3779, 0.6304, -3.4473)
H (-3.2773, 2.1556, -3.8200)
H (-3.7068, 1.2297, -2.4338)

Cartesian forces (eV/Å) of the 3 atoms listed first:
C -0.02 0.91 0.78
O -0.13 0.00 -0.83
N 2.01 -0.98 1.46

Calculated values
* calculated total energy: -3767.22529 Eh
* F_max: 4.18 eV/Å
* spin multiplicity: 1
* SMILES: COCCNCCOC.COCCNCCOC.COCCNCCOC.COCCNCCOC.COCCNCCOC.COCCNCCOC.COCCNCCOC.COCCNCCOC.NC(N)=O
* highest occupied orbital energy: -8.14 eV
* total charge: 0
* LUMO energy: 0.54 eV
* energy above the lowest of the compared OMol25 structures with the same formula, charge and spin: 1165.4 kJ/mol
* gap between HOMO and LUMO: 8.671 eV

=====

5.
C28H30N2O8S2Zr | wB97M-V/def2-TZVPD

Cartesian coordinates (Å):
Zr (-0.1235, -0.2383, -0.7223)
O (-4.2217, 1.0324, -1.6490)
C (-3.1595, 0.8621, -1.0537)
O (-2.3927, -0.1581, -1.1344)
C (-2.7128, 1.9546, -0.0556)
C (-2.0650, 1.3405, 1.1919)
C (-2.0606, 2.3099, 2.3683)
C (-1.0429, 3.3706, 1.8810)
C (-0.5468, 2.7524, 0.5682)
O (-0.6571, 1.3302, 0.8452)
C (-1.5923, 2.9353, -0.5471)
C (-0.9499, 2.6351, -1.9117)
O (-0.9609, 3.5059, -2.7749)
O (-0.3841, 1.4867, -2.0151)
H (-3.6040, 2.5221, 0.2112)
H (-2.3724, 0.3218, 1.4108)
H (-3.0534, 2.7118, 2.5736)
H (-1.6720, 1.8080, 3.2545)
H (-1.4938, 4.3473, 1.7000)
H (-0.2224, 3.4667, 2.5892)
H (0.4831, 2.9691, 0.2975)
H (-1.9609, 3.9580, -0.5890)
C (-0.8826, -5.9620, -4.7928)
O (-1.4776, -6.3274, -3.5665)
C (-1.4382, -5.4015, -2.5635)
C (-2.0023, -5.8195, -1.3407)
C (-1.9963, -4.9503, -0.2877)
C (-1.4480, -3.6516, -0.3609)
C (-1.4455, -2.7833, 0.7807)
C (-2.1944, -3.1253, 2.0483)
O (-0.8628, -1.6886, 0.8116)
C (-0.8900, -3.2208, -1.6160)
O (-0.3855, -2.0736, -1.8358)
C (-0.9015, -4.1496, -2.6986)
H (-0.9676, -6.8288, -5.4450)
H (0.1724, -5.7063, -4.6631)
H (-1.3966, -5.1120, -5.2491)
H (-2.4185, -6.8145, -1.2626)
H (-2.4291, -5.2856, 0.6445)
H (-2.2578, -4.1879, 2.2663)
H (-3.2095, -2.7324, 1.9464)
H (-1.7053, -2.6056, 2.8694)
H (-0.4719, -3.7899, -3.6217)
S (1.2920, 1.5082, 4.1711)
C (1.8175, -0.0108, 3.6681)
N (1.5413, -0.6847, 2.5836)
C (2.1550, -1.9172, 2.5508)
C (2.0603, -2.8323, 1.4983)
C (2.7096, -4.0525, 1.5932)
C (3.4687, -4.3824, 2.7159)
C (3.5951, -3.4770, 3.7615)
C (2.9436, -2.2553, 3.6719)
S (2.9131, -0.9289, 4.7863)
H (1.5158, -2.5477, 0.6078)
H (2.6354, -4.7569, 0.7724)
H (3.9712, -5.3415, 2.7697)
H (4.1950, -3.7193, 4.6313)
C (2.8977, -0.8796, -2.9909)
C (2.9738, -0.1403, -1.6511)
C (3.3430, 1.3318, -1.9017)
C (4.0620, -0.7851, -0.7717)
N (1.7169, -0.2090, -0.9857)
H (3.8456, -0.8177, -3.5384)
H (2.1044, -0.4400, -3.5997)
H (2.6542, -1.9299, -2.8156)
H (4.2995, 1.4275, -2.4305)
H (3.4162, 1.8509, -0.9446)
H (2.5543, 1.8060, -2.4905)
H (5.0478, -0.7480, -1.2530)
H (3.8064, -1.8269, -0.5679)
H (4.1119, -0.2642, 0.1858)

Cartesian forces (eV/Å) of the 3 atoms listed first:
Zr 0.35 0.25 -0.79
O 0.01 -0.05 -0.01
C -0.03 0.12 -0.01

Calculated values
* calculated total energy: -2640.13527 Eh
* F_max: 0.90 eV/Å
* spin multiplicity: 1
* highest occupied orbital energy: -1.86 eV
* total charge: -2
* LUMO energy: 4.06 eV
* energy above the lowest of the compared OMol25 structures with the same formula, charge and spin: 13.5 kJ/mol
* gap between HOMO and LUMO: 5.923 eV